1.
Density functional theory data (ωB97M-V/def2-TZVPD) for a 5-piece molecular cluster, C30H71N overall at a distorted geometry.

## Properties
Relative energy (zero: lowest compared OMol25 entry of this formula, charge and spin)   31.0 kcal per mole
Total charge   0
SMILES   CCN(CC)CC.CCCCCC.CCCCCC.CCCCCC.CCCCCC
Spin multiplicity   1
Molecular weight   445.90 g mol⁻¹
Frontier orbital gap   8.77 eV

CARTESIAN COORDINATES (ANGSTROEM)
C  4.728  -1.097  -5.254
C  3.514  -1.488  -4.385
N  3.600  -0.797  -3.101
C  2.397  -0.248  -2.427
C  1.462  -1.342  -1.947
C  4.585  -1.363  -2.146
C  5.258  -0.341  -1.186
H  4.631  -0.094  -5.270
H  4.466  -1.497  -6.219
H  5.704  -1.544  -4.876
H  3.667  -2.427  -4.099
H  2.405  -1.562  -4.910
H  1.863  0.316  -3.250
H  2.779  0.381  -1.568
H  1.845  -1.774  -0.951
H  1.187  -2.028  -2.654
H  0.370  -1.014  -1.734
H  5.531  -1.887  -2.665
H  4.303  -2.285  -1.621
H  5.610  0.641  -1.511
H  6.133  -0.827  -0.976
H  4.683  -0.135  -0.255
C  -2.159  2.871  -2.961
C  -2.477  1.504  -2.166
C  -3.671  1.338  -1.433
C  -4.806  1.057  -2.459
C  -6.211  0.870  -1.743
C  -7.406  0.882  -2.816
H  -1.222  2.744  -3.287
H  -2.040  3.614  -2.253
H  -3.048  3.127  -3.636
H  -1.688  1.326  -1.329
H  -2.256  0.453  -2.764
H  -3.963  2.283  -0.954
H  -3.725  0.619  -0.696
H  -4.713  0.114  -3.146
H  -5.099  1.933  -2.961
H  -6.254  1.722  -1.036
H  -6.231  -0.098  -1.198
H  -7.527  0.010  -3.089
H  -7.117  1.701  -3.651
H  -8.427  1.189  -2.356
C  1.915  1.395  1.232
C  0.580  1.875  0.580
C  -0.045  2.929  1.311
C  -1.279  3.361  0.713
C  -1.981  4.415  1.447
C  -3.240  4.932  0.584
H  1.517  0.846  2.186
H  2.334  2.222  1.647
H  2.582  0.773  0.417
H  -0.161  1.059  0.378
H  0.954  2.224  -0.544
H  0.616  3.753  1.360
H  -0.128  2.625  2.337
H  -1.938  2.682  0.679
H  -1.035  3.720  -0.184
H  -1.556  5.279  1.567
H  -2.460  4.063  2.421
H  -3.101  5.240  -0.370
H  -3.692  5.675  1.057
H  -4.047  4.150  0.554
C  5.727  -0.982  2.900
C  4.313  -1.391  2.734
C  4.188  -2.639  1.919
C  2.660  -3.146  1.821
C  2.534  -4.359  0.892
C  0.967  -4.801  0.707
H  6.393  -1.753  3.175
H  5.945  -0.119  3.790
H  6.216  -0.481  2.040
H  3.609  -0.625  2.214
H  3.885  -1.682  3.760
H  4.946  -3.445  2.101
H  4.485  -2.285  0.772
H  1.984  -2.381  1.556
H  2.126  -3.270  2.874
H  3.130  -5.132  1.209
H  2.803  -4.081  -0.146
H  0.535  -3.958  0.113
H  0.591  -5.253  1.770
H  0.889  -5.649  0.232
C  -2.011  -2.049  -0.284
C  -1.631  -1.948  1.188
C  -2.436  -0.812  1.889
C  -2.062  -0.548  3.369
C  -2.803  0.612  4.046
C  -2.498  0.807  5.589
H  -3.150  -2.156  -0.446
H  -1.453  -2.831  -0.356
H  -1.568  -1.343  -0.746
H  -0.551  -1.618  1.170
H  -1.635  -3.085  1.652
H  -3.589  -1.014  1.748
H  -2.370  0.022  1.329
H  -0.913  -0.100  3.531
H  -2.098  -1.420  3.945
H  -3.939  0.579  3.982
H  -2.491  1.607  3.466
H  -2.934  0.076  6.154
H  -2.812  1.865  5.957
H  -1.504  0.722  5.950

2.
Density functional theory data (ωB97M-V/def2-TZVPD) for C30H72LiN3O22P as an isolated structure at a distorted geometry.

## Properties
Relative energy (zero: lowest compared OMol25 entry of this formula, charge and spin)   82.5 kcal per mole
Total charge   +1
Spin multiplicity   1
Molecular weight   864.82 g mol⁻¹
Frontier orbital gap   6.63 eV

CARTESIAN COORDINATES (ANGSTROEM)
C  -0.118  3.945  2.881
N  1.200  3.619  3.478
C  2.367  4.439  2.909
C  1.135  3.813  4.944
C  1.527  2.163  3.154
C  0.516  1.155  3.812
O  1.035  -0.226  3.658
H  -0.564  5.010  2.621
H  -0.917  3.524  3.261
H  -0.038  3.646  1.900
H  3.362  4.149  3.495
H  2.320  5.470  3.290
H  2.439  4.377  1.859
H  2.002  3.864  5.377
H  0.347  3.349  5.225
H  0.938  4.820  4.986
H  2.497  1.784  3.419
H  1.412  2.086  2.094
H  -0.601  1.181  3.477
H  0.316  1.113  4.976
H  0.738  -0.487  2.731
C  -5.250  -1.165  0.579
N  -5.049  0.226  -0.046
C  -4.283  -0.071  -1.371
C  -6.371  0.858  -0.398
C  -4.217  1.089  0.823
C  -3.934  2.546  0.423
O  -2.862  2.889  1.239
H  -5.806  -1.885  0.003
H  -5.736  -1.099  1.601
H  -4.247  -1.430  0.703
H  -4.438  0.737  -2.010
H  -4.714  -0.791  -2.126
H  -3.408  -0.635  -1.301
H  -6.985  0.278  -1.115
H  -6.191  1.818  -1.004
H  -7.035  1.061  0.422
H  -3.255  0.535  0.876
H  -4.438  1.372  1.818
H  -4.646  3.279  0.485
H  -3.302  2.426  -0.662
H  -1.967  2.352  0.969
C  0.699  1.744  -4.358
N  -0.674  1.074  -3.955
C  -0.425  -0.287  -3.574
C  -1.097  2.111  -2.920
C  -1.652  1.221  -5.112
C  -3.137  0.863  -4.756
O  -3.940  0.894  -6.000
H  0.458  2.758  -4.634
H  1.287  1.079  -5.117
H  1.146  1.568  -3.446
H  0.407  -0.368  -2.790
H  -0.103  -0.910  -4.304
H  -1.252  -0.933  -3.187
H  -0.305  2.631  -2.274
H  -1.729  1.675  -2.125
H  -1.613  2.890  -3.228
H  -1.451  0.718  -6.016
H  -1.779  2.230  -5.197
H  -3.639  1.556  -4.040
H  -3.073  -0.068  -4.013
H  -4.860  0.507  -5.985
Li  -0.557  -2.121  0.576
P  -0.074  0.336  0.266
O  -1.015  -0.626  -0.367
O  0.357  -0.820  1.338
O  -0.746  1.441  0.896
O  1.083  0.672  -0.572
C  7.541  1.867  -1.601
O  6.516  1.828  -0.542
C  5.733  0.692  -0.440
O  5.699  -0.204  -1.358
O  5.014  0.566  0.575
C  3.933  -0.453  0.580
H  8.231  2.787  -1.221
H  7.183  2.320  -2.427
H  8.146  0.966  -1.670
H  3.090  -0.258  1.259
H  4.413  -1.394  0.708
H  3.531  -0.710  -0.182
C  -1.809  -5.020  -2.457
O  -0.653  -4.355  -2.717
C  0.141  -3.832  -1.788
O  -0.193  -3.802  -0.600
O  1.308  -3.240  -2.316
C  2.228  -2.536  -1.430
H  -2.299  -4.548  -1.936
H  -1.808  -5.986  -2.016
H  -2.343  -5.248  -3.392
H  3.108  -2.472  -1.788
H  1.995  -2.804  -0.320
H  1.915  -1.419  -1.307
C  1.920  -3.413  3.282
O  1.499  -4.614  3.834
C  1.713  -5.810  3.332
O  2.210  -5.871  2.184
O  1.200  -6.915  4.036
C  0.930  -8.119  3.443
H  2.057  -2.736  4.089
H  1.134  -2.954  2.700
H  2.892  -3.532  2.608
H  0.003  -8.599  3.856
H  1.717  -8.747  3.841
H  0.977  -8.451  2.438
C  -2.174  -1.490  3.643
O  -3.042  -2.685  3.582
C  -2.820  -3.521  2.524
O  -1.942  -3.386  1.704
O  -3.652  -4.693  2.417
C  -3.426  -5.670  1.253
H  -1.153  -1.986  3.874
H  -2.567  -0.655  4.465
H  -2.166  -0.937  2.774
H  -4.016  -6.476  1.594
H  -2.519  -5.966  1.300
H  -3.934  -5.308  0.376
C  2.556  2.898  -1.075
O  3.653  3.917  -1.222
C  4.073  4.304  -2.344
O  3.573  3.831  -3.351
O  4.938  5.273  -2.431
C  5.650  5.593  -3.652
H  2.445  2.397  -0.151
H  2.506  2.228  -1.811
H  1.792  3.348  -1.186
H  4.876  5.512  -4.554
H  6.345  4.765  -3.903
H  6.086  6.693  -3.687

3.
Density functional theory data (ωB97M-V/def2-TZVPD) for a 8-piece molecular cluster, C30H74N2O8 overall at a distorted geometry.

## Properties
Relative energy (zero: lowest compared OMol25 entry of this formula, charge and spin)   103.2 kcal per mole
Total charge   0
SMILES   CC1(C)CCCC(C)(C)N1O.CC1(C)CCCC(C)(C)N1O.CCO.CCO.CCO.CCO.CCO.CCO
Spin multiplicity   1
Molecular weight   590.93 g mol⁻¹
Frontier orbital gap   7.54 eV

CARTESIAN COORDINATES (ANGSTROEM)
C  1.376  2.558  2.896
C  1.355  2.911  1.430
O  1.845  1.895  0.670
H  1.025  3.391  3.561
H  2.410  2.406  3.233
H  0.753  1.670  3.088
H  1.943  3.796  1.290
H  0.370  3.180  1.032
H  2.768  1.836  0.950
C  1.660  0.349  -1.919
C  1.642  -1.017  -1.322
O  0.294  -1.401  -1.399
H  0.843  0.984  -1.579
H  1.703  0.306  -3.021
H  2.618  0.841  -1.672
H  1.897  -0.845  -0.299
H  2.201  -1.696  -1.914
H  -0.233  -0.775  -0.927
C  -2.285  0.542  2.017
C  -1.708  1.111  0.704
O  -0.504  0.525  0.362
H  -3.239  1.028  2.145
H  -1.653  0.776  2.882
H  -2.568  -0.519  1.936
H  -1.612  2.205  0.623
H  -2.455  0.799  0.010
H  0.215  1.127  0.509
C  2.750  -3.954  1.305
C  1.896  -5.087  1.871
O  0.586  -4.522  2.190
H  3.731  -4.351  1.067
H  2.919  -3.179  2.033
H  2.224  -3.491  0.407
H  2.328  -5.471  2.801
H  1.798  -5.940  1.159
H  0.081  -4.399  1.390
C  -0.975  2.395  -3.763
C  -1.553  2.454  -2.394
O  -2.599  3.405  -2.352
H  -0.346  3.282  -3.957
H  -1.763  2.407  -4.505
H  -0.306  1.538  -3.852
H  -0.832  2.799  -1.705
H  -1.841  1.471  -2.004
H  -3.456  2.953  -2.338
C  -1.862  -3.032  0.819
C  -1.418  -3.826  -0.393
O  -0.042  -4.143  -0.304
H  -1.309  -2.092  0.920
H  -1.695  -3.529  1.765
H  -2.877  -2.797  0.813
H  -1.619  -3.280  -1.325
H  -2.051  -4.662  -0.494
H  0.544  -3.414  -0.530
C  -7.577  -2.478  -2.094
C  -6.850  -1.100  -2.022
C  -6.179  -0.725  -0.692
C  -4.812  -1.283  -0.395
C  -3.881  -0.852  -1.543
C  -4.426  -1.383  -2.880
N  -5.821  -0.898  -3.046
O  -6.335  -0.917  -4.244
C  -4.293  -2.912  -3.028
C  -3.651  -0.780  -4.037
C  -7.860  -0.002  -2.263
H  -6.764  -3.237  -1.834
H  -7.939  -2.777  -3.069
H  -8.437  -2.435  -1.454
H  -6.781  -0.883  0.225
H  -5.978  0.358  -0.698
H  -4.799  -2.351  -0.181
H  -4.430  -0.741  0.490
H  -2.877  -1.254  -1.354
H  -3.666  0.209  -1.582
H  -7.266  -0.712  -4.208
H  -4.849  -3.289  -3.883
H  -4.653  -3.353  -2.175
H  -3.237  -3.183  -3.068
H  -3.738  0.303  -4.134
H  -3.959  -1.330  -4.916
H  -2.536  -0.913  -3.901
H  -7.516  0.950  -2.629
H  -8.471  0.134  -1.392
H  -8.582  -0.319  -2.972
C  5.089  3.855  3.280
C  5.581  3.273  1.919
C  7.016  2.897  1.771
C  7.360  1.691  2.711
C  6.552  0.471  2.324
C  5.066  0.789  2.344
N  4.820  2.037  1.558
O  4.470  1.842  0.333
C  4.363  0.778  3.733
C  4.423  -0.459  1.626
C  5.247  4.352  0.851
H  5.554  3.437  4.130
H  4.017  3.850  3.404
H  5.396  4.890  3.243
H  7.727  3.708  1.961
H  7.222  2.664  0.744
H  7.160  1.918  3.827
H  8.412  1.490  2.593
H  6.752  -0.292  3.119
H  6.802  -0.002  1.422
H  5.288  1.769  -0.167
H  3.366  0.345  3.680
H  4.255  1.777  4.154
H  4.834  0.107  4.420
H  4.895  -0.615  0.652
H  3.334  -0.515  1.416
H  4.697  -1.379  2.156
H  5.982  5.106  1.006
H  4.185  4.741  1.101
H  5.323  4.106  -0.242